{
  "formula": "C6H13NO3PS",
  "method": "ωB97M-V with the def2-TZVPD basis set",
  "elements": ["C", "C", "C", "C", "C", "C", "N", "O", "O", "O", "P", "S", "H", "H", "H", "H", "H", "H", "H", "H", "H", "H", "H", "H", "H"],
  "positions_angstrom": [[-1.376, -0.634, -0.217], [0.298, 2.222, -0.974], [1.489, -1.378, 0.011], [-0.394, 1.613, 0.275], [0.696, -0.566, 1.099], [-0.436, 0.088, 0.393], [-1.470, -1.958, -0.234], [-3.554, -0.456, 1.385], [-2.195, 0.062, -1.043], [-4.214, -1.572, -0.840], [-4.035, -0.321, -0.011], [-4.995, 1.365, -0.279], [0.292, 3.269, -0.961], [-0.381, 2.045, -1.889], [1.336, 1.928, -1.011], [2.381, -0.890, -0.259], [0.854, -1.681, -0.731], [1.754, -2.264, 0.673], [-1.472, 1.965, 0.281], [-0.033, 1.966, 1.258], [1.337, 0.214, 1.560], [0.343, -1.318, 1.806], [-0.862, -2.461, 0.449], [-2.382, -2.234, -0.145], [-2.649, -0.682, -1.503]],
  "lowdin_spin": [0.502, 0.060, 0.101, 0.083, 0.114, 0.565, 0.207, 0.008, 0.102, 0.012, 0.022, 0.028, 0.007, 0.006, 0.007, 0.009, 0.012, 0.027, 0.015, 0.012, 0.006, 0.041, 0.022, 0.022, 0.012],
  "max_force_ha_per_bohr": 0.168,
  "lumo_energy_ev": [3.6, 1.7],
  "energy_ev": -34187.9298,
  "charge": -1,
  "spin_multiplicity": 3
}